Run one
This record from OMol25 describes the ion C6H15N2 with charge +1. The level of theory is ωB97M-V/def2-TZVPD.

2S+1: 1
net charge: +1
LUMO level: -2.9085 eV
molar mass: 115.20 g mol⁻¹
highest occupied orbital energy: -13.15 eV
structure (SMILES): CN(C)[C@@H]1[NH2+]C1(C)C
gap between HOMO and LUMO: 10.24 eV

XYZ file:
```
23
Properties=species:S:1:pos:R:3:mulliken_charge:R:1
C 1.8579 -1.1356 -1.4679 -0.86
N 0.7052 -0.4386 -1.0525 0.10
C 0.2350 0.6687 -1.9657 -1.11
C 0.5809 -0.1031 0.2909 -0.31
N 0.0968 -1.1473 1.3025 -0.24
C -0.6397 0.1967 1.0506 0.97
C -0.7153 1.3594 2.0488 -1.47
C -1.8972 -0.1186 0.2675 -1.42
H 1.6476 -1.4837 -2.5977 0.32
H 2.8323 -0.5582 -1.3777 0.33
H 1.8859 -2.0707 -0.7718 0.28
H -0.4884 0.2052 -2.5824 0.44
H -0.3003 1.5284 -1.4904 0.30
H 1.0235 1.0618 -2.5616 0.40
H 1.4457 0.3202 0.7561 0.42
H -0.4607 -1.8717 1.0022 0.24
H 0.7013 -1.0877 2.0893 0.33
H -1.2979 1.1508 2.8998 0.39
H -1.1255 2.3006 1.4647 0.34
H 0.2316 1.6102 2.3804 0.40
H -1.4621 -0.4954 -0.7526 0.38
H -2.5232 0.7818 0.2459 0.35
H -2.3845 -0.9713 0.7436 0.40
```



Run two
This record from OMol25 describes a cluster of 2 separate species, C6H15N2 in total. The level of theory is ωB97M-V/def2-TZVPD.

2S+1: 1
net charge: +1
LUMO level: -6.6136 eV
molar mass: 115.20 g mol⁻¹
highest occupied orbital energy: -12.89 eV
gap between HOMO and LUMO: 6.28 eV

XYZ file:
```
23
Properties=species:S:1:pos:R:3:mulliken_charge:R:1
C -2.3096 -1.3134 0.5324 -1.26
C -2.0803 0.1812 0.2169 -1.14
C -0.6075 0.6011 0.2664 0.60
C -0.2708 1.5410 1.2605 -0.21
N 0.9173 2.2976 1.1448 -0.49
C 0.1219 -0.1665 -0.7288 0.10
C -0.5884 -0.5115 -2.0262 -1.11
N 4.0823 -0.9586 -0.1827 -0.63
H -3.0161 -1.4677 1.3168 0.37
H -2.6830 -1.8305 -0.3059 0.38
H -2.5852 0.7401 1.0395 0.38
H -2.4814 0.5168 -0.6603 0.62
H -1.0116 1.7969 2.0345 0.34
H 1.7223 2.0229 1.7001 0.28
H 0.7083 3.2593 1.4428 0.31
H 1.0848 -0.6576 -0.5402 0.39
H 4.9761 -0.5916 -0.5391 0.24
H -1.4995 -1.1215 -1.8687 0.23
H -0.1182 -1.2048 -2.6741 0.41
H -0.5945 0.3223 -2.7641 0.32
H -1.4169 -1.7785 0.7018 0.45
H 3.4122 -0.2045 -0.0571 0.19
H 4.2377 -1.4728 0.6907 0.23
```



Run three
This record from OMol25 describes a cluster of 2 separate species, C6H15N2 in total. The level of theory is ωB97M-V/def2-TZVPD.

2S+1: 1
net charge: +1
LUMO level (alpha / beta): -3.2812 / -3.2808 eV
molar mass: 115.20 g mol⁻¹
highest occupied orbital energy (alpha / beta): -11.94 / -11.94 eV
gap between HOMO and LUMO (alpha / beta): 8.66 / 8.66 eV

XYZ file:
```
23
Properties=species:S:1:pos:R:3:mulliken_charge:R:1
C -1.4126 -0.7199 -0.7288 0.69
C -0.9717 -1.9136 -1.3798 -0.87
C 0.1613 -0.3807 1.9353 -1.36
C -0.7572 1.6855 0.7216 -1.66
C 1.8941 0.0468 -1.0591 -0.96
C 0.0704 0.4536 0.7031 0.48
N -2.3495 0.0084 -0.9447 -0.52
N 1.4398 0.7214 0.0717 0.02
H -0.6936 -2.5080 -0.4878 0.29
H -1.8539 -2.2568 -1.9245 0.33
H 0.0363 -1.7353 -1.8489 0.24
H 0.5493 -1.4142 1.6253 0.34
H -0.8030 -0.6967 2.4213 0.34
H 0.9164 0.0218 2.6911 0.38
H -0.5637 2.3908 1.5627 0.38
H -0.7481 2.2593 -0.1897 0.53
H -1.8618 1.2961 0.8716 0.27
H 2.3640 -0.9279 -0.9298 0.34
H 1.0204 -0.0847 -1.7838 0.32
H 2.5961 0.7071 -1.5652 0.39
H -2.6622 0.8320 -0.4764 0.22
H 2.1528 0.5574 0.8679 0.40
H 1.4765 1.6576 -0.1533 0.41
```



Ranking the structures above by stability puts run one first and run three last.